Record 1
67
Properties=species:S:1:pos:R:3 method="wB97M-V/def2-TZVPD" s2=6.0055 multiplicity=5 homo_energy_ev="-11.32 / -9.21" e_above_lowest_kcal_mol=0.0 e_lumo_ev="0.063 / 0.063"
Fe -0.46440 -0.04454 -1.67694
P -1.26970 3.32915 -0.33102
F -2.78462 2.79580 -0.15499
F -0.89457 2.72961 1.12883
F -0.86124 1.88340 -0.99410
F 0.27053 3.84355 -0.48089
F -1.58041 3.93694 -1.77190
F -1.70922 4.74073 0.38402
P -0.00645 -0.40636 -4.67494
F 0.26891 0.81588 -3.58191
F -1.55982 0.00313 -4.67011
F 0.31938 0.55292 -5.92331
F -0.26630 -1.63934 -5.65554
F 1.55209 -0.78817 -4.55496
F -0.31304 -1.31511 -3.34227
C -6.15209 -0.47799 0.79814
C -5.24738 -1.11909 -0.25980
C -5.75859 -1.05959 -1.70256
O -4.65417 -0.51728 -2.41813
C -3.64633 -0.26427 -1.59636
O -2.57207 0.09798 -1.94615
O -4.04499 -0.34891 -0.31095
H -7.11257 -0.99150 0.70580
H -6.28675 0.58340 0.60016
H -5.69673 -0.61032 1.77554
H -5.01289 -2.14111 0.05031
H -6.57990 -0.34636 -1.79158
H -6.09235 -2.04065 -2.03037
C 2.98955 -4.65899 1.61083
C 3.15685 -3.85061 0.33457
C 2.75007 -4.62285 -0.94100
O 1.94395 -3.68263 -1.64221
C 1.60379 -2.66479 -0.82568
O 0.88363 -1.76895 -1.12877
O 2.17603 -2.79482 0.36551
H 3.47287 -5.63037 1.51444
H 1.92043 -4.86890 1.69368
H 3.28013 -4.10493 2.49892
H 4.15527 -3.45732 0.15162
H 2.18220 -5.52126 -0.70586
H 3.64734 -4.79925 -1.52711
C 4.45928 2.97496 1.44201
C 3.71248 3.02548 0.12467
C 4.49258 2.41961 -1.05136
O 3.56847 1.50357 -1.62913
C 2.46159 1.44907 -0.87829
O 1.49456 0.82811 -1.18177
O 2.55397 2.19255 0.22461
H 5.45151 3.43087 1.39208
H 4.67592 1.93870 1.70915
H 3.89136 3.47926 2.22135
H 3.41491 4.03125 -0.17167
H 5.42589 1.94280 -0.75356
H 4.68785 3.22334 -1.76043
C 0.52932 1.70342 4.18220
C -0.10689 0.45803 3.60346
C -1.61661 0.35445 3.65967
O -1.95973 -0.25371 2.40999
C -0.94452 -0.11020 1.57813
O -0.93419 -0.40361 0.42569
O 0.10315 0.47958 2.18347
H 1.60954 1.54480 4.14023
H 0.32193 1.86082 5.24287
H 0.28782 2.61874 3.64516
H 0.42348 -0.40624 4.01456
H -2.14887 1.29159 3.79993
H -1.86124 -0.35346 4.45405

Record 2
20
Properties=species:S:1:pos:R:3 method="wB97M-V/def2-TZVPD" multiplicity=1 homo_energy_ev=-7.70 e_above_lowest_kcal_mol=125.1 e_lumo_ev=-2.537
C 2.60042 0.79906 0.38121
C 1.20205 0.32580 0.28721
C 1.01948 -1.00889 0.07633
C -0.12584 -1.80536 0.04672
C -1.46807 -1.45183 -0.38399
O -1.54428 -0.65028 -1.49485
C 0.13712 1.32673 0.39329
H 2.85509 1.56899 -0.33746
H 2.93171 1.15903 1.32620
H 3.28059 -0.02552 0.22115
H 1.93301 -1.58843 0.02716
H 0.03455 -2.85022 0.29411
H -1.87250 -0.81357 0.47351
H -2.13667 -2.32750 -0.45444
H 0.40804 2.14587 -0.26896
H 0.00869 1.73890 1.37505
H -0.80794 0.99981 -0.04708
H -2.31743 0.02392 -1.24528
H -2.90561 1.54795 -0.02751
O -3.23243 0.88555 -0.64237

Record 3
51
Properties=species:S:1:pos:R:3 method="wB97M-V/def2-TZVPD" s2=3.7666 total_charge=+1 multiplicity=4 homo_energy_ev="-10.13 / -11.94" e_above_lowest_kcal_mol=49.9 e_lumo_ev="-2.815 / -3.048"
V -0.10448 0.26343 0.48751
P -2.37455 -0.18686 -0.12447
C -2.19348 0.10902 -1.88127
C -0.93998 0.83542 -2.28752
N 0.11254 0.77052 -1.46252
C 1.36126 1.01501 -1.92340
C 1.54170 1.63586 -3.15512
C 0.41061 1.92687 -3.92268
C -0.84046 1.52781 -3.46653
C 2.50112 0.59603 -1.02588
P 2.24689 -0.98319 -0.08281
H -1.74964 1.65877 -4.06694
H 2.55249 1.86031 -3.45778
H 0.52926 2.42393 -4.87801
H 3.40897 0.43974 -1.63280
H 2.75821 1.39202 -0.29773
H -2.12744 -0.82964 -2.31440
H -3.08234 0.56654 -2.28272
H -1.06025 -2.37333 -2.10249
O -1.84594 -2.27097 -2.68834
H -1.70598 -2.31778 -3.62882
H 0.94756 -1.79437 -0.10625
O -0.20258 -2.44046 -0.89558
H -0.24996 -3.37880 -0.67720
C 2.92848 -2.26734 -1.16653
H 3.87952 -1.96535 -1.61775
H 3.04016 -3.17808 -0.56224
H 2.13926 -2.43633 -1.91304
C 3.20816 -0.95418 1.44365
H 3.08947 -1.92144 1.94486
H 4.28038 -0.78667 1.22944
H 2.84487 -0.15849 2.11325
C -3.16249 1.21542 0.69275
H -4.16173 1.37725 0.29373
H -3.24298 1.01035 1.77144
H -2.56205 2.12650 0.59006
C -3.46718 -1.59865 0.08720
H -3.69217 -1.72927 1.14989
H -4.40034 -1.42635 -0.47491
H -2.95200 -2.48483 -0.29472
C 1.19286 2.17120 3.84886
C 0.37511 0.95360 3.42864
C -0.87477 0.78910 4.28627
O 0.00712 1.08545 2.04878
H 0.61171 3.09414 3.71018
H 2.11613 2.25774 3.26310
H 1.46580 2.08169 4.91194
H 1.00315 0.05223 3.56869
H -1.53168 1.66215 4.16891
H -1.43348 -0.11264 4.00402
H -0.59480 0.69690 5.34733

Record 4
31
Properties=species:S:1:pos:R:3 method="wB97M-V/def2-TZVPD" total_charge=+1 multiplicity=1 homo_energy_ev=-14.02 e_above_lowest_kcal_mol=70.6 e_lumo_ev=-3.106
O 2.01434 -2.99317 0.38595
H 1.66594 -2.37638 1.00611
H -1.09166 -0.13414 0.02213
O -0.33590 -0.66935 0.46430
H -0.89755 3.96010 0.31391
H 0.01418 2.25665 2.46431
O -0.37462 1.37795 2.12475
H 2.24215 -2.29871 -0.24198
H -1.26434 1.66966 1.69270
O -0.38634 -3.06907 0.14081
H 0.07713 -3.19068 -0.81981
H -1.36990 -3.20749 -0.12823
O 0.27707 -1.67222 -2.03041
H 2.80375 1.20047 0.84170
H 1.02987 -1.92300 -2.71250
O -2.66160 -1.63107 0.15242
H -3.25083 -1.82872 0.85335
H 0.28815 -0.75800 -2.14873
O -0.16826 3.67565 0.81140
H -3.19160 -1.90541 -0.66221
H 0.38514 4.31550 1.19633
O -1.42395 1.08949 -1.81856
H -2.04337 0.42633 -2.09560
H -0.26115 -0.31362 1.26430
O 1.05642 2.08565 -1.13955
H -0.18107 -2.03059 0.43285
O 2.58396 0.60641 1.56961
H 2.67200 1.06238 2.35287
H -0.98640 1.40674 -2.68188
H 0.79163 2.53825 -0.33657
H 1.98682 2.33038 -1.27375

Record 5
86
Properties=species:S:1:pos:R:3 method="wB97M-V/def2-TZVPD" s2=6.0906 total_charge=+4 multiplicity=5 homo_energy_ev="-18.39 / -18.38" e_lumo_ev="-12.520 / -14.853"
N 3.75956 1.31218 6.20048
C 3.34271 0.09918 5.83082
C 3.53719 -0.39355 4.53084
C 4.21137 0.39960 3.56867
C 4.61747 1.69111 3.98338
C 4.38760 2.08082 5.30705
C 4.40411 -0.09407 2.21827
Pd 0.18894 0.41064 -1.35405
P -2.18290 -0.38774 -2.42867
C 4.60291 0.75667 1.16351
C 4.17931 0.52443 -0.16824
C 3.89831 1.63319 -1.01959
C 2.85109 1.51522 -1.91622
C 2.10202 0.32493 -1.80408
C 2.68198 -0.88241 -1.40129
C 3.76455 -0.77280 -0.55601
Br 0.56659 0.01332 -3.76499
H 4.32903 -1.17156 2.07067
H 5.13134 1.68897 1.36177
H 3.14523 -1.36869 4.25057
H 5.11622 2.38030 3.29434
H 2.84169 -0.53037 6.57502
H 4.72635 3.06470 5.65333
H 4.40702 2.59358 -0.87524
H 4.18151 -1.66117 -0.06056
H 2.54560 2.28170 -2.61552
H 2.19367 -1.82628 -1.65591
P -0.46750 2.00747 0.11664
C -1.94523 -2.13912 -2.98990
C -2.14579 -2.41660 -4.47024
H -2.63594 -2.75122 -2.37980
H -0.92501 -2.40743 -2.67083
H -1.89730 -3.46993 -4.67337
H -3.19084 -2.25410 -4.76909
H -1.47656 -1.80613 -5.09374
C -2.53133 1.02719 -3.60174
C -3.07494 0.74539 -4.99051
H -1.57897 1.57556 -3.67843
H -3.23805 1.66526 -3.05732
H -2.72376 1.52024 -5.68831
H -2.75501 -0.21739 -5.40064
H -4.17355 0.77723 -5.01535
C -3.80600 -0.59618 -1.57953
C -4.94805 -1.13344 -2.44341
H -4.08005 0.36694 -1.13630
H -3.58656 -1.27921 -0.74014
H -5.91193 -0.98498 -1.92889
H -5.01085 -0.61919 -3.41102
H -4.84079 -2.21077 -2.61755
C -1.95812 2.16627 1.21444
C -3.30638 1.66498 0.73362
H -2.03258 3.24869 1.38825
H -1.71965 1.71572 2.18794
H -4.09071 2.02587 1.41506
H -3.55179 2.05045 -0.26303
H -3.35724 0.57050 0.74461
C -0.59769 3.62672 -0.73397
C 0.64960 4.11598 -1.45227
H -0.89935 4.35878 0.02817
H -1.43334 3.53946 -1.44581
H 0.47022 5.12986 -1.84548
H 1.51664 4.19420 -0.78516
H 0.89976 3.45253 -2.28897
C 0.93980 2.17434 1.30879
C 0.74249 1.59895 2.71335
H 1.14930 3.24944 1.36559
H 1.81239 1.69639 0.83383
H 1.58654 1.90785 3.34773
H -0.16626 1.97702 3.20575
H 0.72146 0.49839 2.69106
C 1.04742 -5.01357 0.45992
N 0.08982 -4.05034 0.97584
C -0.92217 -4.42947 1.78933
C -1.82077 -3.47921 2.20055
C -1.51422 -2.13443 1.85767
N -0.61004 -1.79015 0.94486
C -0.01194 -2.82417 0.28156
O 0.42734 -2.77015 -0.88643
N -2.24574 -1.11489 2.40924
H 2.07304 -4.62739 0.54973
H 0.86877 -5.21511 -0.60520
H 0.97034 -5.94440 1.02920
H -0.94071 -5.47265 2.07935
H -2.65549 -3.69508 2.83994
H -2.86165 -1.30665 3.18910
H -1.85553 -0.17623 2.35293

Record 6
132
Properties=species:S:1:pos:R:3 method="wB97M-V/def2-TZVPD" multiplicity=1 homo_energy_ev=-4.40 e_above_lowest_kcal_mol=26.4 e_lumo_ev=-2.043
Ba -1.82348 1.59351 1.36292
C -2.85974 5.22412 0.23460
C -2.16328 5.20724 1.56506
C -0.77046 5.21930 1.63707
C -0.11527 5.24880 2.86072
C 1.38511 5.27027 2.92764
C -0.87153 5.25949 4.02655
C -2.25765 5.24243 3.98726
C -3.06309 5.24638 5.25054
C -2.89104 5.20664 2.74745
H -3.82958 4.73121 0.29242
H -2.27550 4.71398 -0.52708
H -3.02668 6.25391 -0.09205
H -0.18787 5.21582 0.72359
H 1.74185 6.21813 3.33408
H 1.81955 5.14412 1.93672
H 1.75929 4.47431 3.57350
H -0.37018 5.24783 4.98732
H -3.39508 6.25815 5.49056
H -2.47551 4.86570 6.08328
H -3.93787 4.60747 5.14576
H -3.97257 5.15409 2.70845
C -4.63685 -2.81181 -4.45772
C -3.57554 -1.76703 -4.78295
N -2.79330 -1.38628 -3.61834
C -3.14213 -0.24179 -2.93550
C -2.56411 0.16202 -1.78900
C -2.89601 1.42046 -1.00579
O -3.86838 1.39183 -0.24790
O -2.00249 2.29331 -1.00467
C -1.53957 -0.65211 -1.18703
O -0.98324 -0.37498 -0.11553
C -1.16337 -1.84912 -1.91738
C -0.18857 -2.68311 -1.34332
C 0.14052 -3.84722 -1.97752
F 1.03145 -4.69774 -1.41286
C -0.44926 -4.21611 -3.18613
C -1.42275 -3.39531 -3.75024
C -1.81177 -2.20625 -3.11339
N -0.13371 -5.44516 -3.84919
C -0.92421 -6.59619 -3.44502
C -0.96173 -7.58218 -4.63662
N 0.01527 -7.07928 -5.64490
C 1.36863 -6.92202 -5.04221
C 1.26696 -5.80017 -3.98192
H -5.19153 -3.08095 -5.35603
H -5.34051 -2.42023 -3.72570
H -4.19344 -3.71494 -4.04048
H -4.05126 -0.86009 -5.15844
H -2.89955 -2.10432 -5.57366
H -3.93741 0.33071 -3.39169
H 0.24874 -2.40491 -0.39277
H -1.86779 -3.70147 -4.68437
H -1.93149 -6.26632 -3.19835
H -0.50886 -7.09154 -2.55721
H -1.93892 -7.62764 -5.11589
H -0.65144 -8.58958 -4.36178
H -0.29818 -6.12278 -5.88373
H 0.03002 -7.66006 -6.48197
H 2.07796 -6.69160 -5.83545
H 1.62938 -7.88567 -4.60438
H 1.81766 -4.91502 -4.30090
H 1.71319 -6.15597 -3.04729
S -2.86152 -2.50284 7.90268
C -2.90612 -1.54433 6.55134
S -2.50772 0.13122 6.53758
C -2.65768 0.42933 4.81257
C -3.05926 -0.65044 4.07315
S -3.38391 -0.77630 2.38218
S -3.34722 -2.11828 4.98806
S -2.27615 2.04123 4.32711
C 2.50208 -0.29661 -2.53737
C 2.21354 1.20311 -2.60565
C 0.92900 1.39092 -3.42480
C 3.35570 1.91533 -3.33003
P 1.79331 1.84843 -0.86852
C 1.83413 3.65124 -1.21110
C 0.61660 4.18007 -1.63605
C 0.50355 5.51277 -1.99704
C 1.60052 6.35256 -1.91007
C 2.81451 5.84511 -1.47325
C 2.93341 4.50583 -1.14076
C 3.22736 1.46079 0.29587
C 4.66299 1.46433 -0.23666
C 3.11020 2.46132 1.44771
C 2.92699 0.07021 0.86497
H 2.53887 -0.70125 -3.55313
H 1.71819 -0.82080 -1.98942
H 3.45756 -0.51107 -2.06082
H 1.05867 0.93869 -4.41190
H 0.69825 2.44503 -3.56973
H 0.07336 0.92615 -2.93251
H 3.45757 1.50920 -4.34018
H 4.31037 1.78832 -2.82364
H 3.15738 2.98258 -3.41962
H -0.25745 3.54063 -1.65875
H -0.45628 5.89995 -2.31447
H 1.51026 7.39855 -2.17056
H 3.67659 6.49403 -1.39658
H 3.89574 4.13501 -0.82256
H 4.95849 2.41143 -0.68269
H 4.81880 0.68061 -0.97813
H 5.34612 1.26353 0.59219
H 3.40405 3.46661 1.15789
H 3.75813 2.14333 2.26707
H 2.08811 2.49773 1.83388
H 2.97190 -0.70762 0.10482
H 1.94451 0.04584 1.33796
H 3.67600 -0.16968 1.62476
C -0.12129 -4.11410 3.73036
C -0.60267 -3.54033 2.40238
N -0.14139 -2.16866 2.18295
C 0.46811 -1.41728 3.16449
N 0.37727 -0.13004 3.08684
C 1.07778 0.64832 4.09741
C 1.26379 -0.08965 5.41510
C 1.93312 -1.41812 5.12162
N 1.17302 -2.11667 4.10691
C 1.25892 -3.55538 4.02853
H -0.11204 -5.20431 3.69859
H -0.78951 -3.80863 4.53345
H -1.69605 -3.55134 2.35898
H -0.22217 -4.16050 1.57920
H -0.86755 -1.59407 1.75968
H 0.50866 1.56552 4.26344
H 2.06523 0.93594 3.71035
H 0.29595 -0.26394 5.88321
H 1.86921 0.49756 6.10591
H 1.96516 -2.04712 6.01592
H 2.97077 -1.25988 4.78947
H 1.61736 -3.92067 4.99355
H 1.98699 -3.87277 3.26472